1.
# C52H125N7O25

A cluster of 13 separate species, C52H125N7O25 in total in a non-equilibrium geometry (ωB97M-V with the def2-TZVPD basis set, the Open Molecules 2025 dataset).

orbital gap: 9.18 eV
2S+1: 1

Last column: Mulliken charge in e.
Element x y z (Å)
C  4.29  -4.96  0.00  -1.465
C  3.83  -6.12  0.90  1.866
C  3.21  -7.27  0.09  -0.878
O  2.23  -6.73  -0.74  -0.244
C  1.09  -6.29  -0.08  0.058
N  5.01  -6.55  1.61  -0.695
H  4.76  -4.19  0.60  0.444
H  3.44  -4.56  -0.56  0.049
H  4.95  -5.27  -0.81  0.468
H  3.16  -5.72  1.66  -0.892
H  2.79  -8.06  0.72  0.337
H  3.97  -7.77  -0.52  0.272
H  1.25  -6.17  0.99  0.103
H  0.29  -7.03  -0.03  0.327
H  0.72  -5.34  -0.47  -0.383
H  4.97  -7.28  2.31  0.233
H  5.67  -6.78  0.88  0.286
C  6.46  -0.56  1.39  -1.579
C  4.98  -0.17  1.52  0.242
C  4.73  1.29  1.00  0.144
O  5.28  2.16  2.03  -0.400
C  5.02  3.54  1.73  -0.676
N  4.26  -1.17  0.84  0.010
H  6.78  -0.26  0.39  0.277
H  6.69  -1.62  1.54  0.440
H  7.02  0.03  2.12  0.411
H  4.65  -0.32  2.55  0.439
H  3.66  1.45  0.91  -0.220
H  5.24  1.39  0.04  0.339
H  5.33  4.04  2.65  0.315
H  3.98  3.78  1.50  0.182
H  5.60  3.88  0.87  0.297
H  3.38  -1.15  1.34  -0.302
H  4.71  -2.06  0.99  -0.169
C  6.28  -2.61  -2.08  -1.216
C  5.73  -1.25  -2.55  0.594
C  5.68  -1.03  -4.03  -0.740
O  7.04  -0.70  -4.53  -0.370
C  7.24  -0.45  -5.89  -0.769
N  4.30  -1.40  -2.15  0.456
H  5.93  -3.43  -2.70  0.138
H  6.08  -2.75  -1.01  0.188
H  7.36  -2.54  -2.22  0.507
H  6.22  -0.44  -2.01  0.290
H  5.02  -0.20  -4.26  0.376
H  5.35  -2.00  -4.40  0.322
H  6.79  -1.16  -6.58  0.280
H  8.33  -0.35  -5.98  0.240
H  6.65  0.45  -6.07  0.305
H  4.34  -1.37  -1.14  -0.197
H  3.67  -0.65  -2.37  -0.143
C  -5.88  1.33  6.71  -1.626
C  -4.41  1.08  6.27  0.519
C  -4.30  0.63  4.78  -0.936
O  -2.94  0.54  4.36  0.698
C  -2.83  -0.06  3.08  -1.267
N  -3.75  2.34  6.42  -0.520
H  -6.64  0.57  6.53  0.379
H  -6.24  2.18  6.13  0.308
H  -6.04  1.62  7.75  0.372
H  -3.99  0.33  6.94  0.391
H  -4.92  1.24  4.12  0.293
H  -4.64  -0.40  4.76  0.548
H  -3.72  0.04  2.46  0.499
H  -2.47  -1.09  3.17  0.300
H  -2.06  0.36  2.43  -0.196
H  -2.85  2.24  5.98  -0.478
H  -4.19  2.99  5.78  0.490
C  -3.73  3.95  2.78  -0.802
C  -3.56  4.67  4.17  1.535
C  -3.13  6.16  3.82  -0.958
O  -1.92  6.25  3.07  -0.110
C  -1.45  7.64  2.89  -1.083
N  -4.80  4.60  5.00  -0.618
H  -4.52  4.47  2.23  0.386
H  -4.13  2.96  2.99  -0.046
H  -2.82  3.81  2.20  0.017
H  -2.80  4.17  4.76  -0.886
H  -2.99  6.72  4.75  0.400
H  -3.91  6.70  3.30  0.361
H  -2.23  8.30  2.52  0.427
H  -0.56  7.70  2.26  0.256
H  -1.20  8.04  3.87  0.354
H  -4.44  5.03  5.84  0.228
H  -5.50  5.25  4.66  0.284
C  -4.87  -0.18  -6.85  -1.703
C  -4.01  0.99  -7.08  0.558
C  -2.94  1.16  -5.98  0.112
O  -3.62  1.49  -4.77  -0.493
C  -2.76  1.70  -3.68  -0.705
N  -3.36  0.68  -8.37  -0.678
H  -5.57  -0.35  -7.67  0.472
H  -5.39  -0.01  -5.91  0.369
H  -4.34  -1.12  -6.66  0.350
H  -4.64  1.86  -7.24  0.326
H  -2.26  1.90  -6.39  0.324
H  -2.32  0.26  -5.92  -0.564
H  -2.14  2.50  -4.07  0.595
H  -2.13  0.89  -3.31  0.015
H  -3.26  2.25  -2.89  0.391
H  -3.35  1.59  -8.83  0.272
H  -3.96  0.03  -8.85  0.234
C  1.09  -2.43  0.26  -0.516
C  1.05  -0.88  0.44  2.185
C  -0.29  -0.21  -0.03  0.115
O  -0.20  1.25  0.18  0.639
C  -1.33  1.96  -0.23  -0.305
N  1.45  -0.58  1.76  0.053
H  1.07  -2.68  -0.80  0.077
H  0.24  -2.99  0.64  0.179
H  2.04  -2.73  0.72  0.278
H  1.92  -0.50  -0.10  -1.387
H  -1.13  -0.64  0.51  -0.239
H  -0.34  -0.46  -1.09  0.008
H  -2.23  1.61  0.26  0.185
H  -1.43  1.82  -1.31  -0.551
H  -1.19  3.01  0.05  0.232
H  0.90  -1.07  2.45  0.093
H  1.12  0.37  1.89  -0.775
C  -2.34  9.19  -5.22  -1.137
C  -2.91  9.31  -3.83  -0.202
O  -2.92  8.07  -3.19  -0.264
C  -3.00  7.97  -1.84  0.609
O  -3.11  8.93  -1.10  -0.578
O  -3.11  6.69  -1.50  -0.241
C  -3.14  6.31  -0.21  -0.379
H  -2.71  8.24  -5.62  0.316
H  -1.26  9.29  -5.33  0.304
H  -2.79  9.97  -5.84  0.341
H  -3.98  9.55  -3.88  0.284
H  -2.39  10.16  -3.37  0.309
H  -4.12  6.39  0.26  0.340
H  -2.56  6.84  0.55  0.264
H  -2.79  5.29  -0.06  0.083
C  2.55  -4.95  -4.37  -1.347
C  1.44  -4.18  -3.57  1.518
O  0.16  -4.47  -4.21  -0.233
C  -0.64  -5.48  -3.88  0.749
O  -0.34  -6.42  -3.10  -0.617
O  -1.85  -5.28  -4.40  -0.260
C  -2.91  -6.19  -4.17  -0.705
H  3.56  -4.96  -3.96  0.203
H  2.54  -4.63  -5.41  0.361
H  2.30  -6.01  -4.35  0.422
H  1.67  -3.11  -3.64  -0.091
H  1.37  -4.46  -2.52  -0.906
H  -3.87  -5.74  -4.40  0.249
H  -2.86  -6.51  -3.13  0.267
H  -2.78  -7.06  -4.81  0.307
C  -3.19  -5.43  -0.44  -1.358
C  -2.16  -4.27  -0.13  0.333
O  -2.83  -3.04  0.35  -0.303
C  -3.35  -2.07  -0.48  0.739
O  -3.67  -0.92  -0.07  -0.634
O  -3.40  -2.49  -1.76  -0.220
C  -3.91  -1.63  -2.76  -0.627
H  -2.57  -6.33  -0.39  0.414
H  -3.67  -5.28  -1.41  0.257
H  -3.97  -5.54  0.31  0.315
H  -1.46  -3.98  -0.92  0.079
H  -1.51  -4.66  0.66  0.397
H  -3.57  -2.02  -3.71  0.215
H  -3.63  -0.59  -2.59  0.170
H  -4.99  -1.79  -2.70  0.386
C  1.72  -6.56  4.79  -1.299
C  1.77  -5.01  4.56  0.360
O  0.90  -4.33  5.45  -0.374
C  0.43  -3.10  5.02  0.667
O  0.79  -2.55  3.97  -0.588
O  -0.35  -2.66  5.94  -0.382
C  -0.89  -1.36  5.87  -0.287
H  2.14  -6.82  5.76  0.353
H  2.05  -7.21  3.98  0.313
H  0.68  -6.87  4.88  0.360
H  1.59  -4.80  3.50  -0.202
H  2.80  -4.67  4.70  0.284
H  -0.12  -0.63  5.63  0.259
H  -1.29  -1.06  6.84  0.278
H  -1.70  -1.35  5.14  0.064
C  2.23  2.80  -1.95  -1.644
C  1.76  1.46  -2.43  3.117
O  1.66  1.33  -3.81  -0.506
C  0.95  0.27  -4.28  0.723
O  0.23  -0.47  -3.60  -0.263
O  1.03  0.26  -5.61  -0.398
C  0.42  -0.75  -6.41  -0.257
H  3.07  3.05  -2.59  0.512
H  2.52  2.78  -0.90  0.036
H  1.40  3.51  -2.06  0.392
H  0.71  1.38  -2.17  -0.836
H  2.30  0.64  -1.94  -1.152
H  -0.63  -0.71  -6.11  0.006
H  0.77  -1.76  -6.19  0.211
H  0.44  -0.46  -7.46  0.257
C  0.29  2.65  2.83  -0.048
C  0.42  3.61  3.94  -0.814
O  -0.12  3.11  5.19  0.002
C  0.20  3.82  6.31  0.597
O  0.84  4.89  6.29  -0.653
O  -0.09  3.19  7.42  -0.356
C  -0.80  1.97  7.51  0.217
H  -0.77  2.48  2.64  -0.382
H  0.63  1.63  3.05  0.124
H  0.75  3.10  1.95  0.409
H  0.05  4.58  3.61  0.170
H  1.46  3.83  4.18  0.612
H  -1.45  2.08  8.38  0.308
H  -0.27  1.06  7.75  0.335
H  -1.49  1.74  6.69  -0.220

2.
# HO5S2

A cluster of 2 separate species, HO5S2 in total in a non-equilibrium geometry (ωB97M-V with the def2-TZVPD basis set, the Open Molecules 2025 dataset).

orbital gap: 4.84 eV
charge: -1
2S+1: 1
energy relative to the best compared isomer or geometry (same formula, charge and spin): 21.4 kcal/mol

Last column: natural (NBO) charge in e.
Element x y z (Å)
O  2.96  -0.95  -1.56  -1.028
O  1.35  0.14  -0.04  -1.068
O  -4.08  0.53  1.51  -0.831
O  0.71  -2.14  -0.79  -0.982
O  -2.11  -0.43  2.56  -0.793
S  1.54  -0.62  -1.30  1.629
S  -2.97  0.73  2.41  1.623
H  0.60  -1.99  0.09  0.450

3.
# C9H18N3

The ion C9H18N3 with charge +1 in a non-equilibrium geometry (ωB97M-V with the def2-TZVPD basis set, the Open Molecules 2025 dataset).

orbital gap: 9.49 eV
charge: +1
structure (SMILES): [H]/N=C(C)/C(CCC(=[NH2+])C(C)C)=N/[H]
2S+1: 1
energy relative to the best compared isomer or geometry (same formula, charge and spin): 42.0 kcal/mol

Last column: natural (NBO) charge in e.
Element x y z (Å)
H  -2.30  -1.86  -1.38  0.369
N  -1.64  -1.32  -0.81  -0.726
C  -0.99  -2.06  -0.02  0.325
C  -1.05  -3.59  0.10  -0.680
C  -0.10  -1.50  1.02  0.225
C  -0.61  -0.31  1.75  -0.467
C  -1.19  0.72  0.68  -0.540
C  -0.34  1.15  -0.44  0.544
N  -0.86  1.05  -1.63  -0.644
C  1.10  1.50  -0.28  -0.296
C  1.92  1.67  -1.62  -0.638
C  1.23  2.81  0.67  -0.571
N  1.05  -2.10  1.05  -0.569
H  1.72  -1.73  1.70  0.349
H  -1.04  -4.10  1.05  0.256
H  -0.24  -4.04  -0.44  0.263
H  -2.01  -3.78  -0.51  0.210
H  -1.28  -0.69  2.51  0.271
H  0.30  0.06  2.37  0.228
H  -2.02  0.19  0.22  0.290
H  -1.60  1.65  1.19  0.284
H  -0.20  1.35  -2.31  0.417
H  -1.66  0.47  -1.87  0.463
H  1.45  0.56  0.39  0.268
H  2.91  1.46  -1.34  0.250
H  1.91  2.58  -2.10  0.231
H  1.66  0.89  -2.29  0.210
H  2.12  3.25  0.15  0.239
H  1.37  2.35  1.67  0.231
H  0.39  3.36  0.52  0.208

4.
# C7H18ClNP

A cluster of 2 separate species, C7H18ClNP in total in a non-equilibrium geometry (ωB97M-V with the def2-TZVPD basis set, the Open Molecules 2025 dataset).

orbital gap (spin up / spin down): 8.43 / 7.84 eV
charge: +1
2S+1: 1
energy relative to the best compared isomer or geometry (same formula, charge and spin): 30.5 kcal/mol

Last column: natural (NBO) charge in e.
Element x y z (Å)
C  1.49  -1.67  -0.72  -0.656
C  -0.55  -2.46  0.35  -0.617
C  1.79  1.71  0.34  -0.642
C  -0.26  2.16  -1.08  -0.630
C  -0.72  0.46  1.46  -0.191
C  0.49  -1.32  0.41  -0.047
C  0.67  1.05  -0.55  -0.027
N  -0.16  0.01  0.20  -0.500
P  -3.51  -0.29  0.88  0.433
Cl  -3.14  -0.53  -1.11  -0.269
H  2.15  -2.48  -0.44  0.256
H  0.88  -2.01  -1.57  0.231
H  2.29  -0.90  -0.76  0.230
H  -0.88  -2.42  -0.71  0.215
H  -1.23  -2.42  1.17  0.230
H  0.02  -3.35  0.34  0.242
H  1.38  2.40  1.01  0.225
H  2.38  0.95  0.71  0.216
H  2.50  2.34  -0.11  0.251
H  -0.87  2.51  -0.26  0.211
H  -0.99  1.74  -1.86  0.222
H  0.35  2.88  -1.56  0.254
H  -0.47  -0.09  2.32  0.220
H  -1.07  1.47  1.37  0.211
H  0.96  -1.43  1.36  0.228
H  1.21  0.51  -1.33  0.240
H  -0.88  -0.02  -0.59  0.483
H  -3.82  1.20  0.73  -0.021

5.
# C18H32BO11

A cluster of 4 separate species, C18H32BO11 in total in a non-equilibrium geometry (ωB97M-V with the def2-TZVPD basis set, the Open Molecules 2025 dataset).

orbital gap: 5.36 eV
charge: -1
2S+1: 1

Last column: natural (NBO) charge in e.
Element x y z (Å)
C  0.89  -6.35  -1.88  -0.637
C  0.70  -4.72  -1.69  -0.404
C  0.08  -3.97  -3.02  -0.434
C  0.26  -2.35  -2.79  -0.401
C  -1.19  -1.56  -2.54  -0.413
C  -1.88  -1.93  -1.10  -0.409
C  -3.50  -2.18  -1.14  -0.662
B  -4.01  -3.36  -2.17  0.602
O  -3.77  -4.64  -1.41  -0.757
C  -4.61  -5.64  -2.15  -0.104
C  -5.56  -4.77  -3.16  -0.123
O  -5.49  -3.47  -2.41  -0.743
H  0.13  -6.79  -2.68  0.214
H  0.65  -6.92  -0.87  0.206
H  2.01  -6.55  -2.18  0.194
H  0.04  -4.52  -0.72  0.222
H  1.78  -4.26  -1.48  0.180
H  0.66  -4.25  -4.01  0.185
H  -1.02  -4.33  -3.16  0.250
H  1.00  -2.19  -1.88  0.194
H  0.83  -1.94  -3.75  0.186
H  -1.86  -1.71  -3.48  0.222
H  -0.91  -0.40  -2.49  0.190
H  -1.70  -1.00  -0.38  0.197
H  -1.34  -2.84  -0.59  0.194
H  -3.81  -2.54  -0.05  0.199
H  -4.11  -1.17  -1.31  0.181
H  -3.35  -3.54  -3.14  -0.166
H  -5.37  -6.02  -1.33  0.148
H  -4.01  -6.56  -2.58  0.150
H  -6.60  -5.33  -3.16  0.163
H  -5.08  -4.51  -4.22  0.173
C  -2.54  1.65  1.88  -0.099
C  -1.75  2.89  2.13  -0.110
O  -0.47  2.57  1.65  -0.497
C  -0.63  1.56  0.74  0.965
O  0.26  1.15  0.00  -0.580
O  -1.90  1.08  0.75  -0.467
H  -3.59  1.86  1.67  0.205
H  -2.48  0.94  2.72  0.188
H  -2.14  3.75  1.56  0.175
H  -1.72  3.16  3.19  0.220
C  2.44  5.43  3.96  -0.097
C  2.43  4.04  3.40  -0.106
O  1.47  3.38  4.20  -0.481
C  0.64  4.34  4.71  0.966
O  -0.39  4.10  5.31  -0.605
O  1.13  5.59  4.46  -0.491
H  2.66  6.18  3.20  0.214
H  3.15  5.55  4.79  0.192
H  2.10  4.01  2.36  0.191
H  3.41  3.56  3.48  0.205
C  6.63  5.87  0.86  -0.103
C  5.57  4.82  0.67  -0.102
O  4.89  4.82  1.91  -0.487
C  5.10  6.05  2.48  0.975
O  4.52  6.45  3.47  -0.594
O  6.04  6.76  1.79  -0.476
H  6.87  6.38  -0.07  0.208
H  7.55  5.46  1.29  0.186
H  4.86  5.08  -0.12  0.193
H  6.00  3.84  0.46  0.213

6.
# C6H6INS2

A cluster of 2 separate species, C6H6INS2 in total in a non-equilibrium geometry (ωB97M-V with the def2-TZVPD basis set, the Open Molecules 2025 dataset).

orbital gap (spin up / spin down): 5.43 / 5.42 eV
2S+1: 1
energy relative to the best compared isomer or geometry (same formula, charge and spin): 44.8 kcal/mol

Last column: natural (NBO) charge in e.
Element x y z (Å)
C  0.69  -2.63  -1.23  -0.257
C  1.16  -1.33  -0.98  -0.124
C  -0.11  -3.12  -0.19  -0.376
C  0.74  -0.76  0.23  -0.402
C  1.15  0.46  0.67  0.644
C  -1.89  2.68  0.51  -0.637
N  1.54  1.48  1.14  -0.483
S  -0.19  -1.99  1.09  0.561
S  -1.52  1.28  -0.49  -0.460
I  -0.35  4.21  0.85  -0.058
H  0.94  -3.19  -2.18  0.245
H  1.72  -0.87  -1.65  0.220
H  -0.52  -4.12  -0.24  0.263
H  -2.81  3.03  0.02  0.229
H  -2.09  2.43  1.47  0.178
H  1.54  2.45  1.00  0.456

7.
# C9H24FeLi2O17P2S3

A structure of composition C9H24FeLi2O17P2S3 in a non-equilibrium geometry (ωB97M-V with the def2-TZVPD basis set, the Open Molecules 2025 dataset).

orbital gap (spin up / spin down): 4.04 / 3.08 eV
charge: -1
2S+1: 6

Last column: Löwdin spin population.
Element x y z (Å)
Li  2.95  -3.62  0.60  -0.008
Li  -1.91  -1.69  5.37  -0.009
Fe  -0.19  0.35  2.14  3.065
P  -0.02  -2.60  1.50  -0.031
O  -0.83  -1.55  0.69  0.173
O  -0.33  -2.06  2.86  0.335
O  1.14  -1.67  1.54  0.528
O  0.51  -4.01  1.09  -0.011
P  -1.14  1.78  5.06  -0.002
O  0.10  1.67  4.27  0.415
O  -1.44  0.75  6.21  0.013
O  -1.88  1.32  3.81  0.525
O  -1.51  3.16  5.63  0.037
O  2.23  2.52  1.00  -0.018
S  3.50  3.20  0.77  -0.005
O  3.72  3.86  -0.47  -0.001
O  3.90  4.14  2.10  -0.001
C  5.01  5.00  2.01  0.000
C  4.90  6.08  3.06  0.000
C  4.84  2.04  0.96  -0.001
H  5.06  5.50  1.04  0.000
H  5.96  4.47  2.08  0.000
H  4.11  6.82  2.94  0.000
H  5.81  6.62  3.34  0.000
H  4.76  5.56  4.01  0.000
H  5.69  2.61  1.33  0.000
H  4.98  1.53  0.01  0.000
H  4.48  1.33  1.71  0.000
O  2.37  -3.54  -4.91  0.000
S  1.79  -2.62  -3.96  0.000
O  2.51  -2.46  -2.67  0.000
O  1.54  -1.06  -4.59  0.000
C  0.69  -0.17  -3.82  0.000
C  0.51  1.25  -4.42  0.000
C  0.01  -3.20  -3.65  0.000
H  1.11  -0.08  -2.82  0.000
H  -0.32  -0.56  -3.68  0.000
H  0.03  1.95  -3.73  0.000
H  -0.16  1.23  -5.28  0.000
H  1.46  1.75  -4.62  0.000
H  0.07  -4.25  -3.39  0.000
H  -0.58  -3.00  -4.54  0.000
H  -0.40  -2.65  -2.80  0.000
O  -4.02  -2.25  -2.77  0.000
S  -5.31  -1.88  -2.14  0.000
O  -6.54  -1.70  -2.91  0.000
O  -5.66  -2.86  -0.81  0.000
C  -4.66  -3.06  0.17  0.000
C  -5.10  -4.34  0.96  0.000
C  -5.02  -0.29  -1.23  0.000
H  -4.60  -2.30  0.94  0.000
H  -3.70  -3.22  -0.34  0.000
H  -4.33  -4.41  1.74  0.000
H  -5.13  -5.23  0.33  0.000
H  -6.01  -4.28  1.56  0.000
H  -3.98  -0.27  -0.91  -0.001
H  -5.79  -0.15  -0.47  0.000
H  -5.16  0.55  -1.91  0.000

8.
# C5H9NO

A cluster of 2 separate species, C5H9NO in total in a non-equilibrium geometry (ωB97M-V with the def2-TZVPD basis set, the Open Molecules 2025 dataset).

orbital gap: 10.54 eV
structure (SMILES): CC(C)=O.CC#N
2S+1: 1
energy relative to the best compared isomer or geometry (same formula, charge and spin): 40.2 kcal/mol

Last column: natural (NBO) charge in e.
Element x y z (Å)
C  1.37  0.18  -1.67  -0.727
C  0.44  0.59  -0.58  0.631
C  0.99  0.66  0.84  -0.743
O  -0.71  0.82  -0.89  -0.584
H  2.31  0.73  -1.62  0.222
H  0.84  0.39  -2.61  0.238
H  1.55  -0.89  -1.58  0.254
H  1.26  -0.35  1.17  0.259
H  0.28  1.08  1.55  0.225
H  1.91  1.26  0.85  0.234
C  -2.04  -0.39  0.87  -0.731
C  -1.01  -1.43  0.45  0.315
N  -0.21  -2.24  0.20  -0.384
H  -2.98  -0.65  0.39  0.254
H  -2.08  -0.46  1.96  0.238
H  -1.92  0.68  0.64  0.297

- 2S+1 of number 7 (C9H24FeLi2O17P2S3)?
  6

- What is the 2S+1 in the fourth record?
  1

- Which value of 2S+1 does entry 4 give?
  1

- 2S+1 of number 3 (C9H18N3)?
  1